1.
{"formula": "CHO2Yb", "method": "ωB97M-V with the def2-TZVPD basis set", "species": ["H", "O", "O", "C", "Yb"], "xyz": [[1.0507, -0.8131, 0.9909], [-0.6689, -0.8881, -0.1888], [0.6385, 0.8341, 0.1542], [0.4665, -0.4233, 0.0989], [-1.4867, 1.2905, -1.0551]], "forces_ev_per_angstrom": [[0.3543, -1.3638, -1.6856], [0.2916, -0.2150, -1.8181], [-0.2566, 0.9087, -2.4777], [-1.7121, 1.7323, 4.9695], [1.3229, -1.0622, 1.0119]], "e_tot_ha": -1347.7566, "relative_energy_kj_mol": 249.2, "homo_ev": [-6.58, -6.95], "multiplicity": 2, "orbital_gap_ev": [6.553, 5.425], "s2": 0.7522}



2.
{"formula": "C33H29Br2F2N3NiO", "method": "ωB97M-V with the def2-TZVPD basis set", "species": ["Ni", "C", "C", "C", "C", "C", "C", "Br", "C", "C", "Br", "C", "O", "C", "N", "H", "H", "H", "H", "H", "H", "F", "C", "C", "C", "C", "C", "F", "C", "C", "C", "C", "C", "C", "N", "H", "H", "H", "H", "H", "H", "C", "C", "C", "C", "C", "C", "C", "C", "C", "C", "C", "C", "N", "H", "H", "H", "H", "H", "H", "H", "H", "H", "H", "H", "H", "H", "H", "H", "H", "H"], "xyz": [[-0.8888, -0.1002, -0.2037], [-0.5408, -2.4820, 2.3460], [-0.4210, -1.0750, 2.8651], [-0.1472, -0.8066, 4.2088], [-0.0945, 0.4995, 4.6610], [-0.3833, 1.5563, 3.7624], [-0.4622, 2.9248, 4.1016], [-0.0869, 3.5009, 5.8915], [-0.8411, 3.8723, 3.1838], [-1.1407, 3.4939, 1.8784], [-1.7340, 4.8301, 0.6608], [-1.0515, 2.1649, 1.4149], [-1.3455, 1.8026, 0.2233], [-0.6523, 1.1961, 2.4167], [-0.6125, -0.0983, 1.9898], [0.0047, -3.1888, 2.9749], [-0.1633, -2.5377, 1.3257], [-1.5950, -2.7794, 2.3191], [0.0333, -1.6314, 4.8895], [0.1449, 0.7214, 5.6921], [-0.9152, 4.9125, 3.4697], [-5.7532, -0.0527, 1.9837], [-4.8647, -0.6124, 1.1199], [-3.6125, -0.0690, 0.9867], [-2.6900, -0.6401, 0.1020], [-3.1070, -1.7669, -0.6461], [-4.3841, -2.2762, -0.4611], [-4.8077, -3.3758, -1.1564], [-5.2926, -1.7275, 0.4134], [-2.0875, -2.2889, -1.5617], [-2.2368, -3.3392, -2.4690], [-1.1714, -3.7023, -3.2734], [0.0251, -3.0162, -3.1569], [0.1037, -1.9822, -2.2411], [-0.9209, -1.6185, -1.4696], [-3.3631, 0.8047, 1.5788], [-6.2823, -2.1437, 0.5346], [-3.1806, -3.8557, -2.5350], [-1.2778, -4.5140, -3.9844], [0.8863, -3.2637, -3.7625], [1.0049, -1.3996, -2.0991], [0.2715, 3.2592, -2.0625], [0.8634, 2.2024, -3.0013], [-0.2370, 1.2391, -3.4544], [2.0946, 1.5365, -2.4048], [3.3155, 1.8999, -2.9455], [4.5479, 1.4551, -2.4625], [4.5065, 0.5921, -1.3658], [3.3330, 0.1732, -0.7681], [3.4563, -0.7060, 0.4632], [3.0020, 0.0427, 1.7247], [2.7311, -2.0492, 0.3409], [2.0117, 0.6358, -1.2395], [0.9072, 0.2564, -0.6731], [-0.5179, 3.8358, -2.5626], [1.0472, 3.9543, -1.7306], [-0.1624, 2.7843, -1.1805], [1.2174, 2.7195, -3.9010], [-0.7164, 0.7863, -2.5876], [0.1745, 0.4452, -4.0841], [-1.0015, 1.7743, -4.0313], [3.3085, 2.5888, -3.7899], [5.4842, 1.7748, -2.9048], [5.4460, 0.2271, -0.9512], [4.5237, -0.9306, 0.5734], [1.9864, 0.4130, 1.5730], [3.6563, 0.8968, 1.9176], [3.0061, -0.6067, 2.6084], [1.6598, -1.8695, 0.2573], [2.9240, -2.6775, 1.2194], [3.0655, -2.5894, -0.5516]], "forces_ev_per_angstrom": [[0.0433, 0.0503, -1.7919], [0.0042, 0.0158, 0.0071], [-0.0954, 0.3683, -1.0894], [0.1521, 0.8039, 0.7357], [-0.1095, -0.5720, -0.5343], [0.0366, -0.1570, -0.0150], [-0.0087, 0.2525, 0.1392], [-0.0104, -0.0392, -0.0427], [0.0953, -0.2888, 0.1117], [-0.0499, -0.0886, -0.2161], [0.0254, -0.0646, 0.0847], [-0.2708, 0.2050, -1.0023], [0.1672, 0.1742, 1.3111], [0.1986, -0.8323, 0.2611], [-0.0334, 0.3416, 1.3274], [-0.0086, 0.0221, -0.0150], [0.0223, 0.0411, 0.0169], [0.0457, 0.0373, 0.0173], [0.0210, 0.0440, -0.0072], [-0.0232, 0.0029, 0.0069], [-0.0055, -0.0124, -0.0038], [-0.0997, 0.0463, 0.1018], [0.0090, -0.0981, -0.1050], [-0.0261, 0.0700, 0.0420], [0.0048, -0.1765, 0.0882], [0.0549, 0.0306, 0.0253], [-0.0249, -0.0182, -0.0552], [-0.0206, -0.0268, -0.0120], [-0.0562, 0.0285, 0.0552], [-0.0884, -0.0634, -0.0390], [-0.0477, -0.0903, -0.0242], [-0.0789, -0.0032, 0.0356], [-0.0648, -0.0328, 0.0151], [0.2466, 0.0519, -0.0507], [0.0386, -0.0071, 0.1615], [0.0370, -0.0162, -0.0441], [0.0111, 0.0175, 0.0051], [0.0104, -0.0051, -0.0114], [-0.0214, -0.0050, 0.0059], [0.0103, 0.0324, 0.0164], [-0.0015, 0.1482, 0.1162], [0.0244, -0.0469, 0.0596], [0.0225, -0.0908, 0.1576], [-0.0278, 0.0354, -0.0277], [0.3055, 0.1733, -0.2765], [-0.2088, -0.0264, 0.0229], [0.0489, -0.0187, 0.0115], [-0.1071, -0.0843, 0.0210], [0.2870, 0.0024, -0.0561], [-0.1927, 0.1140, -0.0253], [-0.0648, -0.0163, -0.0091], [-0.0076, -0.0500, 0.0022], [-0.9084, 0.1403, 0.0722], [0.3702, -0.3876, 0.7620], [-0.0074, -0.0271, 0.0185], [0.0136, 0.0292, -0.0410], [0.1006, 0.0698, -0.1933], [0.0400, 0.0556, -0.0518], [0.0169, -0.0142, -0.0444], [-0.0020, -0.0282, -0.0080], [0.0059, 0.0131, -0.0133], [-0.0160, 0.0303, -0.0521], [0.0152, -0.0109, -0.0180], [0.0478, -0.0216, 0.0390], [0.0772, 0.0043, 0.0381], [0.0277, -0.0263, -0.0578], [0.0023, -0.0093, -0.0022], [0.0419, -0.0341, 0.0325], [-0.0112, 0.0527, -0.0491], [0.0217, -0.0329, 0.0227], [-0.0042, 0.0183, 0.0378]], "e_tot_ha": -8370.4952, "homo_ev": [0.69, 0.69], "total_charge": -2, "orbital_gap_ev": [3.304, 3.305]}



3.
{"formula": "C26H37BHgN8O5Sb", "method": "ωB97M-V with the def2-TZVPD basis set", "species": ["Hg", "C", "C", "N", "N", "C", "B", "N", "C", "C", "C", "N", "N", "C", "C", "C", "N", "H", "H", "H", "H", "H", "H", "H", "H", "H", "H", "O", "C", "O", "C", "C", "C", "N", "C", "C", "C", "O", "O", "H", "H", "H", "C", "N", "C", "C", "C", "O", "H", "H", "H", "H", "H", "H", "H", "H", "H", "C", "C", "Sb", "C", "C", "C", "C", "H", "H", "H", "H", "H", "H", "H", "H", "H", "H", "H", "H", "H", "H", "H"], "xyz": [[-0.1288, -0.0261, -0.1865], [4.2757, 0.9156, 2.2452], [3.4725, 0.6206, 1.1308], [2.1886, 0.6161, 1.4552], [2.1295, 0.9035, 2.7675], [3.3668, 1.0933, 3.2663], [0.8012, 1.0231, 3.5410], [-0.1513, 2.0200, 2.8331], [-0.3546, 3.3013, 3.1892], [-1.1904, 3.8869, 2.2602], [-1.4482, 2.8555, 1.3460], [-0.8214, 1.7426, 1.7009], [0.1583, -0.3610, 3.7400], [-0.3405, -0.8539, 4.8920], [-0.7749, -2.1412, 4.6561], [-0.4852, -2.3495, 3.2952], [0.0693, -1.2728, 2.7587], [5.3479, 1.0018, 2.2918], [3.7675, 0.4374, 0.1084], [3.5041, 1.3398, 4.3063], [1.0440, 1.4768, 4.6371], [0.1088, 3.6984, 4.0772], [-1.5503, 4.9013, 2.2417], [-2.0471, 2.8639, 0.4476], [-0.3416, -0.2555, 5.7885], [-1.2254, -2.8233, 5.3576], [-0.6462, -3.2188, 2.6731], [3.6076, 3.1545, -5.6245], [3.6228, 3.5817, -4.4549], [4.2645, 4.5324, -3.9598], [2.7089, 2.8221, -3.4568], [2.6807, 3.1817, -2.1147], [1.8692, 2.4808, -1.2422], [1.0803, 1.4831, -1.6422], [1.0859, 1.1236, -2.9315], [1.9007, 1.7647, -3.8561], [0.1535, -0.0249, -3.3665], [0.4407, -0.6026, -4.4225], [-0.8306, -0.2587, -2.6026], [3.3032, 4.0008, -1.7817], [1.8374, 2.7080, -0.1827], [1.9040, 1.4392, -4.8857], [1.8445, -2.6971, -2.6292], [0.8211, -3.4015, -1.8715], [-0.2299, -4.0535, -2.6239], [0.8342, -3.4739, -0.5173], [1.9695, -2.7515, 0.1695], [-0.0221, -4.0739, 0.1299], [1.5249, -2.6298, -3.6649], [2.8094, -3.2143, -2.5885], [1.9733, -1.6734, -2.2836], [-0.6721, -3.3411, -3.3229], [-0.9908, -4.3999, -1.9302], [0.1597, -4.9110, -3.1845], [2.9299, -3.1901, -0.1157], [1.8301, -2.8078, 1.2439], [2.0038, -1.7002, -0.1114], [-6.2163, -1.6614, -0.6709], [-5.4333, -0.3544, -0.6133], [-3.2919, -0.4381, -0.1246], [-2.9305, -2.4347, -0.8620], [-3.2672, -3.5930, 0.0674], [-3.4678, -0.8144, 1.9998], [-4.7619, -1.3966, 2.5528], [-7.2475, -1.5009, -1.0061], [-6.2607, -2.1480, 0.3037], [-5.7567, -2.3678, -1.3644], [-5.8807, 0.3390, 0.1050], [-5.4688, 0.1457, -1.5842], [-1.8691, -2.4372, -1.1108], [-3.4665, -2.5071, -1.8125], [-2.7346, -3.5027, 1.0149], [-2.9591, -4.5475, -0.3700], [-4.3371, -3.6506, 0.2801], [-3.2503, 0.1525, 2.4600], [-2.6171, -1.4478, 2.2513], [-5.6335, -0.7998, 2.2716], [-4.7346, -1.4383, 3.6468], [-4.9307, -2.4129, 2.1934]], "forces_ev_per_angstrom": [[-0.0898, 0.1128, 0.1135], [-0.0007, -0.0065, -0.0157], [0.0248, 0.0058, -0.0001], [0.0141, 0.0432, 0.0060], [-0.0227, 0.0654, -0.0085], [-0.0158, -0.0571, -0.0101], [0.0030, -0.0344, 0.0229], [0.0098, -0.0201, -0.0396], [-0.0311, 0.0237, 0.0311], [0.0172, 0.0113, 0.0254], [-0.0005, -0.0078, -0.0076], [0.0208, -0.0249, -0.0254], [-0.0702, 0.0097, 0.0455], [-0.0322, 0.0070, 0.0020], [-0.0056, -0.0059, 0.0059], [0.0245, -0.0074, -0.0347], [0.0947, -0.0641, -0.0999], [-0.0004, -0.0031, -0.0026], [0.0044, -0.0050, -0.0033], [-0.0023, 0.0045, 0.0008], [0.0182, 0.0367, -0.0074], [0.0016, 0.0054, 0.0043], [-0.0014, 0.0043, 0.0043], [0.0006, -0.0044, 0.0043], [0.0019, 0.0003, 0.0030], [0.0017, -0.0022, 0.0020], [0.0060, -0.0115, 0.0014], [-0.0029, 0.0016, 0.0031], [-0.0076, -0.0064, -0.0179], [0.0100, 0.0092, 0.0114], [-0.0009, -0.0140, -0.0284], [-0.0180, -0.0057, 0.0475], [-0.0121, 0.0818, -0.0081], [0.0026, -0.1238, -0.0529], [0.0182, -0.0448, -0.0280], [0.0124, -0.0067, -0.0254], [-0.1708, 0.1542, 0.0383], [-0.0566, 0.0157, -0.0610], [0.1993, -0.1695, -0.0450], [0.0025, -0.0005, 0.0049], [0.0038, 0.0091, 0.0031], [0.0031, 0.0093, -0.0037], [0.0189, -0.1348, -0.0523], [0.0378, -0.0329, 0.0613], [-0.0985, 0.0501, -0.0566], [-0.0386, 0.2095, 0.1330], [0.1349, -0.1476, -0.0124], [0.0440, -0.1227, -0.0958], [-0.0315, 0.0621, 0.0188], [-0.0037, 0.0043, 0.0556], [0.0274, 0.0127, 0.0372], [0.0220, 0.0251, 0.0061], [0.0277, -0.0334, -0.0029], [0.0199, 0.0079, 0.0042], [0.0027, -0.0254, 0.0278], [-0.0345, -0.0157, 0.0110], [-0.0013, 0.0387, 0.0169], [-0.0014, -0.0062, -0.0009], [0.0080, -0.0024, -0.0024], [-0.0613, 0.0535, -0.0575], [-0.0059, 0.0228, 0.0237], [0.0040, -0.0072, -0.0134], [0.0097, 0.0103, -0.0078], [-0.0062, -0.0073, 0.0001], [0.0001, 0.0011, 0.0007], [-0.0008, -0.0019, 0.0008], [0.0016, 0.0010, 0.0006], [0.0012, -0.0012, 0.0070], [-0.0023, 0.0070, 0.0039], [-0.0346, 0.0294, 0.0238], [-0.0008, -0.0026, 0.0003], [0.0051, 0.0021, 0.0066], [0.0095, 0.0019, 0.0034], [-0.0033, 0.0063, 0.0006], [-0.0092, 0.0030, 0.0005], [0.0050, 0.0063, 0.0026], [-0.0027, 0.0025, -0.0011], [0.0030, -0.0009, 0.0008], [0.0008, -0.0006, 0.0000]], "e_tot_ha": -2245.8604, "relative_energy_kj_mol": 22.6, "homo_ev": [-1.56, -3.10], "total_charge": -2, "multiplicity": 2, "orbital_gap_ev": [5.832, 7.244], "s2": 0.7547}



4.
{"formula": "C4H9NO", "method": "ωB97M-V with the def2-TZVPD basis set", "species": ["C", "C", "C", "O", "C", "N", "H", "H", "H", "H", "H", "H", "H", "H", "H"], "xyz": [[1.4460, 0.7081, -0.2301], [0.1208, 0.0146, 0.0035], [-0.9455, 0.2914, -1.0467], [-2.1854, -0.2595, -0.6915], [0.0837, -1.2649, 0.7433], [-0.4510, -0.0396, 1.3494], [2.2791, 0.1311, 0.1807], [1.6280, 0.8279, -1.3039], [1.4582, 1.7075, 0.2177], [-1.0141, 1.3848, -1.1901], [-0.6440, -0.1483, -2.0048], [-2.2644, -0.0950, 0.2645], [1.0249, -1.6525, 1.1298], [-0.6617, -2.0138, 0.4934], [0.1814, 0.3456, 2.0453]], "forces_ev_per_angstrom": [[0.0050, 0.0287, -0.0156], [0.0475, 0.0088, -0.1425], [0.3069, 0.0817, -0.1489], [-0.1099, 0.0668, 0.2083], [0.0726, -0.2859, -0.0558], [0.0571, 0.1910, 0.2187], [-0.0980, 0.1089, 0.0225], [-0.0202, -0.0416, 0.1333], [-0.0386, -0.0801, -0.0767], [-0.0081, -0.1579, 0.0376], [-0.0343, 0.0488, 0.1167], [-0.0629, -0.0567, -0.1392], [-0.1448, 0.0731, -0.1034], [0.0651, 0.0946, 0.0549], [-0.0374, -0.0803, -0.1100]], "e_tot_ha": -287.7639, "relative_energy_kj_mol": 179.9, "homo_ev": -9.60, "orbital_gap_ev": 10.589}